1.
# C6H6ClNO

A structure of composition C6H6ClNO (ωB97M-V/def2-TZVPD, the Open Molecules 2025 dataset).

```
! RIJCOSX wB97M-V def2-TZVPD def2/J DEFGRID3
* xyz 0 1
C 0.362 0.769 0.756
C -0.187 1.345 -0.411
C 0.963 -1.134 -0.789
C -2.027 -0.405 0.808
C 1.232 -0.518 0.552
C -0.417 0.558 -1.484
N 0.155 -0.674 -1.655
O -1.060 -0.191 1.521
Cl -1.264 1.134 -2.821
H 0.620 1.517 1.647
H -0.670 2.278 -0.309
H 1.491 -2.153 -0.931
H -2.715 -1.170 1.264
H 2.435 -0.291 0.381
H 1.083 -1.063 1.470
*
```

Output
LUMO level (spin up / spin down)	-0.452 / -0.451	eV
energy relative to the best compared isomer or geometry (same formula, charge and spin)	4.915	eV

Here are the Löwdin charges for atoms 1 to 8, given in e: C -0.130; C -0.165; C -0.147; C -0.038; C -0.131; C -0.788; N 0.050; O -0.130

=====

2.
# C3H10OS

A cluster of 2 separate species, C3H10OS in total (ωB97M-V/def2-TZVPD, the Open Molecules 2025 dataset).

```
! RIJCOSX wB97M-V def2-TZVPD def2/J DEFGRID3
* xyz 0 1
S 0.743 0.946 -1.298
C 0.000 0.000 0.000
C 3.466 0.691 -1.326
C 2.311 1.335 -0.486
H 0.031 0.521 0.972
H 0.631 -0.902 0.064
H -1.039 -0.311 -0.199
H 4.364 1.247 -1.005
H 3.428 0.689 -2.428
H 3.554 -0.351 -0.975
H 2.384 2.439 -0.475
H 2.313 0.987 0.565
O -0.292 -3.260 -1.743
H -1.258 -3.438 -1.793
H -0.219 -2.279 -1.763
*
```

Output
structure (SMILES)	CCSC.O
LUMO level	0.749	eV
energy relative to the best compared isomer or geometry (same formula, charge and spin)	0.436	eV

Here are the Löwdin charges for atoms 1 to 8, given in e: S 0.768; C -0.476; C -0.178; C -0.550; H 0.041; H 0.031; H 0.041; H 0.064

=====

3.
# C14H25ClFN2O

A cluster of 2 separate species, C14H25ClFN2O in total (ωB97M-V/def2-TZVPD, the Open Molecules 2025 dataset).

```
! RIJCOSX wB97M-V def2-TZVPD def2/J DEFGRID3
* xyz 0 2
C 4.883 0.794 0.500
C 4.029 -0.313 -0.210
Cl 4.896 -0.660 -1.804
C 2.619 0.213 -0.588
C 1.535 -0.041 0.492
F 2.205 -0.484 1.652
C 0.514 -1.158 0.144
C -0.669 -0.734 -0.780
C -1.771 -1.850 -0.586
C -0.254 -0.828 -2.301
N -1.315 0.537 -0.407
O -2.120 0.918 -1.342
C -0.380 1.622 -0.069
C -1.236 2.719 0.673
C 0.231 2.362 -1.305
C 0.741 1.218 0.927
H 4.411 1.787 0.428
H 5.870 0.837 0.013
H 5.016 0.544 1.564
H 4.033 -1.265 0.328
H 2.289 -0.171 -1.568
H 2.709 1.307 -0.720
H 1.063 -1.960 -0.380
H 0.102 -1.623 1.058
H -2.532 -1.676 -1.362
H -2.253 -1.645 0.379
H -1.335 -2.858 -0.653
H -0.227 0.140 -2.816
H 0.681 -1.405 -2.394
H -1.019 -1.430 -2.826
H -0.604 3.415 1.245
H -1.756 3.299 -0.110
H -1.990 2.238 1.312
H 0.884 1.734 -1.924
H -0.556 2.871 -1.883
H 0.868 3.172 -0.894
H 0.235 0.937 1.875
H 1.388 2.070 1.196
C -5.338 -2.382 2.644
C -4.910 -2.556 1.260
N -4.573 -2.692 0.173
H -4.995 -1.430 3.048
H -6.425 -2.403 2.728
H -4.943 -3.172 3.282
*
```

Output
LUMO level (spin up / spin down)	0.561 / -0.097	eV
<S²>	0.75

Here are the Löwdin charges for atoms 1 to 8, given in e: C -0.119; C -0.633; Cl 0.547; C -0.162; C -0.407; F -0.018; C -0.047; C -0.440

=====

4.
# C2H8N2O2P

The ion C2H8N2O2P with charge -1 (ωB97M-V/def2-TZVPD, the Open Molecules 2025 dataset).

```
! RIJCOSX wB97M-V def2-TZVPD def2/J DEFGRID3
* xyz -1 1
C 0.661 -1.200 0.600
C 0.653 0.505 -1.119
N -1.285 1.223 1.309
N -0.080 -0.567 -0.503
O 1.637 0.061 -2.138
O -2.528 0.538 -0.850
P -1.714 -0.099 0.218
H 1.266 -2.029 0.487
H 1.437 -0.598 1.217
H -0.139 -1.550 1.299
H 1.835 -0.812 -1.817
H -0.114 1.103 -1.676
H 1.397 1.282 -0.656
H -2.160 1.436 1.555
H -0.866 0.707 2.074
*
```

Output
structure (SMILES)	CN(CO)P(N)[O-]
LUMO level	3.941	eV
energy relative to the best compared isomer or geometry (same formula, charge and spin)	2.716	eV

Here are the Löwdin charges for atoms 1 to 8, given in e: C -0.252; C -0.354; N -0.177; N -0.303; O -0.132; O -0.553; P 0.497; H 0.011

=====

5.
# C43H101F3N6O3

A cluster of 8 separate species, C43H101F3N6O3 in total (ωB97M-V/def2-TZVPD, the Open Molecules 2025 dataset).

```
! RIJCOSX wB97M-V def2-TZVPD def2/J DEFGRID3
* xyz 0 1
C -6.752 2.413 -7.025
C -5.606 2.085 -6.149
N -5.578 3.168 -5.129
C -6.470 2.911 -4.032
C -6.866 4.224 -3.311
C -4.221 3.531 -4.684
C -3.356 4.020 -5.861
H -7.746 2.057 -6.755
H -6.395 1.934 -7.937
H -6.809 3.476 -7.260
H -5.706 1.102 -5.689
H -4.710 2.084 -6.769
H -7.397 2.447 -4.369
H -5.918 2.312 -3.307
H -7.240 4.914 -4.067
H -7.628 4.067 -2.547
H -6.079 4.780 -2.803
H -3.615 2.781 -4.174
H -4.201 4.305 -3.918
H -2.497 4.557 -5.459
H -3.872 4.841 -6.359
H -3.107 3.269 -6.610
C 0.367 13.089 0.089
C 1.350 11.934 0.185
N 0.852 11.058 1.260
C 1.274 9.661 1.030
C 0.551 9.003 -0.066
C 1.403 11.509 2.614
C 0.607 10.847 3.767
H 0.146 13.467 1.088
H -0.576 12.764 -0.350
H 0.687 13.886 -0.582
H 1.340 11.386 -0.757
H 2.375 12.249 0.381
H 2.354 9.650 0.881
H 1.075 9.003 1.876
H 0.791 7.948 -0.195
H -0.533 9.116 -0.036
H 0.885 9.422 -1.015
H 1.359 12.578 2.823
H 2.459 11.262 2.728
H 0.409 9.776 3.717
H -0.403 11.257 3.738
H 0.954 11.079 4.774
C -5.090 -12.177 -2.999
C -4.758 -10.697 -3.224
N -5.407 -9.778 -2.358
C -6.843 -9.678 -2.684
C -7.843 -8.950 -1.672
C -4.647 -8.520 -2.366
C -3.332 -8.609 -1.509
H -4.545 -12.890 -3.618
H -6.117 -12.422 -3.268
H -4.955 -12.501 -1.967
H -3.674 -10.590 -3.175
H -5.033 -10.444 -4.248
H -6.939 -9.178 -3.647
H -7.261 -10.669 -2.859
H -7.781 -9.519 -0.744
H -7.359 -7.989 -1.498
H -8.890 -8.926 -1.976
H -5.222 -7.668 -2.005
H -4.430 -8.234 -3.395
H -3.611 -8.688 -0.459
H -2.801 -7.666 -1.638
H -2.650 -9.379 -1.871
C 4.973 0.552 -5.616
C 5.327 -0.405 -4.435
N 5.363 -1.787 -4.853
C 6.539 -2.208 -5.617
C 7.602 -2.596 -4.566
C 4.095 -2.424 -5.241
C 4.077 -3.976 -5.172
H 5.130 1.604 -5.378
H 4.039 0.220 -6.070
H 5.715 0.353 -6.389
H 6.254 -0.121 -3.937
H 4.616 -0.387 -3.609
H 6.925 -1.482 -6.332
H 6.439 -3.141 -6.172
H 7.397 -3.583 -4.153
H 7.660 -1.940 -3.698
H 8.645 -2.589 -4.883
H 3.335 -1.962 -4.611
H 3.863 -2.105 -6.258
H 4.657 -4.307 -4.310
H 3.072 -4.388 -5.084
H 4.580 -4.416 -6.033
C 6.549 -3.818 5.674
C 7.286 -3.655 7.041
N 8.363 -4.744 7.172
C 9.495 -4.781 6.190
C 10.491 -3.593 6.196
C 8.834 -4.896 8.568
C 7.811 -5.678 9.402
H 5.761 -3.083 5.515
H 6.185 -4.825 5.470
H 7.261 -3.557 4.890
H 7.848 -2.725 6.962
H 6.452 -3.650 7.743
H 10.180 -5.608 6.380
H 9.043 -5.044 5.234
H 10.042 -2.627 5.966
H 10.931 -3.646 7.192
H 11.204 -3.743 5.386
H 8.890 -3.884 8.970
H 9.883 -5.180 8.648
H 6.893 -5.106 9.269
H 7.986 -5.628 10.477
H 7.823 -6.727 9.106
C -8.059 -1.873 1.333
C -7.213 -1.358 2.446
N -8.036 -0.425 3.262
C -7.127 0.440 4.047
C -7.795 1.643 4.723
C -9.165 -0.984 3.970
C -8.835 -2.321 4.726
H -7.552 -2.422 0.539
H -8.691 -1.092 0.911
H -8.770 -2.595 1.733
H -6.966 -2.232 3.048
H -6.277 -0.884 2.151
H -6.600 -0.065 4.856
H -6.404 0.768 3.300
H -8.507 1.520 5.538
H -7.137 2.337 5.246
H -8.223 2.334 3.996
H -9.880 -1.378 3.247
H -9.650 -0.322 4.688
H -8.334 -3.113 4.170
H -9.709 -2.888 5.046
H -8.293 -2.045 5.631
C 5.571 3.450 2.286
C 5.503 4.282 0.933
O 6.754 4.884 0.769
C 6.831 5.957 -0.157
O 6.022 6.130 -1.095
C 7.960 6.913 -0.037
F 8.456 7.114 -1.294
F 7.466 8.036 0.520
F 8.947 6.451 0.853
H 6.472 2.863 2.108
H 4.676 2.856 2.472
H 5.620 4.149 3.121
H 4.719 5.039 0.897
H 5.349 3.552 0.138
C 0.741 -2.761 0.864
C 0.310 -1.258 0.920
O 0.184 -0.637 2.034
C -0.188 -0.540 -0.313
H -0.115 -3.329 0.498
H 0.929 -3.054 1.897
H 1.617 -2.857 0.222
H -0.042 -1.124 -1.222
H 0.400 0.375 -0.379
H -1.247 -0.294 -0.230
*
```

Output
structure (SMILES)	CCOC(=O)C(F)(F)F.CCN(CC)CC.CCN(CC)CC.CCN(CC)CC.CCN(CC)CC.CCN(CC)CC.CCN(CC)CC.CC(C)=O
LUMO level	0.201	eV
energy relative to the best compared isomer or geometry (same formula, charge and spin)	0.000	eV

Here are the Löwdin charges for atoms 1 to 8, given in e: C -0.107; C -0.258; N -0.202; C -0.260; C -0.087; C -0.253; C -0.095; H 0.072

=====

6.
# C30H30ClCoN9O4PS

A structure of composition C30H30ClCoN9O4PS (ωB97M-V/def2-TZVPD, the Open Molecules 2025 dataset).

```
! RIJCOSX wB97M-V def2-TZVPD def2/J DEFGRID3
* xyz 1 2
Co 1.278 -0.870 -0.019
O 5.937 -1.255 3.239
C 4.874 -1.126 4.014
O 4.961 -0.983 5.203
C 3.522 -1.140 3.357
C 2.325 -1.014 4.047
Cl 2.044 -0.966 5.710
N 1.306 -0.994 3.155
N 1.785 -1.139 1.911
C 3.109 -1.225 2.014
C 3.836 -1.463 0.720
O 5.053 -1.539 0.671
O 3.052 -1.582 -0.298
C -0.100 -1.062 3.439
C -0.684 -0.088 4.236
C -2.013 -0.235 4.601
C -2.748 -1.322 4.144
C -2.158 -2.264 3.314
C -0.819 -2.146 2.967
H 5.712 -1.359 2.277
H -0.102 0.754 4.585
H -2.475 0.501 5.245
H -3.786 -1.428 4.430
H -2.728 -3.107 2.948
H -0.339 -2.887 2.343
S -0.416 -2.511 -0.516
C -1.679 -1.295 -0.338
N -2.910 -1.615 -0.645
N -3.965 -0.829 -0.544
C -4.341 0.300 0.236
C -5.466 0.980 -0.227
C -5.982 2.052 0.481
C -5.388 2.453 1.668
C -4.285 1.754 2.141
C -3.756 0.684 1.436
N -1.411 0.021 -0.027
N -0.219 0.332 0.180
C 0.022 1.729 0.390
C -1.003 2.672 0.385
C -0.693 4.007 0.575
C 0.624 4.409 0.773
C 1.639 3.465 0.790
C 1.339 2.124 0.600
H -4.744 -1.246 -1.026
H -5.936 0.668 -1.154
H -6.852 2.571 0.102
H -5.784 3.292 2.224
H -3.822 2.045 3.076
H -2.913 0.147 1.842
H -2.025 2.352 0.240
H -1.488 4.742 0.575
H 0.856 5.455 0.923
H 2.664 3.766 0.961
H 2.135 1.386 0.639
C 0.580 -1.650 -5.039
N 1.968 -1.971 -4.462
C 2.943 -0.867 -4.902
N 2.463 0.414 -4.522
C 1.140 0.653 -5.097
N 0.163 -0.344 -4.664
C -0.169 -0.230 -3.237
P 1.324 -0.518 -2.196
C 1.919 -2.082 -2.968
C 2.482 0.633 -3.067
H -0.102 -2.410 -4.660
H 0.677 -1.731 -6.121
H 2.286 -2.861 -4.847
H 3.017 -0.944 -5.987
H 3.903 -1.092 -4.442
H 1.219 0.621 -6.185
H 0.795 1.641 -4.801
H -0.931 -0.959 -2.962
H -0.568 0.767 -3.042
H 1.239 -2.887 -2.691
H 2.914 -2.303 -2.583
H 3.493 0.483 -2.681
H 2.201 1.666 -2.857
*
```

Output
LUMO level (spin up / spin down)	-3.677 / -3.653	eV
<S²>	0.78

Here are the Löwdin charges for atoms 1 to 8, given in e: Co 0.158; O 0.143; C -0.497; O 0.096; C -0.025; C -0.558; Cl 0.873; N -0.035

=====

Strongest force on any atom values (in Eh/bohr) by entry order: 0.074 0.032 0.058 0.098 0.114 0.009.